20
Properties=species:S:1:pos:R:3:nbo_charge:R:1 method="wB97M-V/def2-TZVPD" orbital_gap_ev="10.460 / 5.107" lumo_energy_ev="-2.843 / -8.161" total_charge=+1 s_squared=0.75 spin_multiplicity=2 e_homo_ev="-13.30 / -13.27" relative_energy_ev=1.747 total_energy_ev=-8819.2575
C 0.0172 -0.7622 -0.0403 -0.256
C -1.2406 -0.6633 0.8086 -0.444
C -0.9239 0.3254 1.9944 -0.217
N 0.0335 -0.3306 2.8973 -0.849
N -0.0368 0.1644 -1.2269 -0.133
C 1.1845 0.3820 -1.9272 -0.134
N 0.8919 0.7426 -3.3291 -0.800
H 0.9773 -0.5511 0.4385 0.249
H 0.1858 -1.7456 -0.5233 0.268
H -2.1492 -0.3303 0.3202 0.241
H -1.2263 -1.6012 1.3627 0.249
H -0.7026 1.3338 1.6651 0.201
H -1.8726 0.2912 2.5521 0.199
H 0.3123 0.3602 3.6033 0.373
H -0.4615 -0.8779 3.6033 0.369
H -0.7333 -0.3147 -1.8082 0.416
H 1.8276 -0.5023 -1.8441 0.262
H 1.6963 1.2731 -1.5132 0.251
H 1.7022 1.1104 -3.8374 0.395
H 0.5180 1.6959 -3.1959 0.360


20
Properties=species:S:1:pos:R:3:nbo_charge:R:1 method="wB97M-V/def2-TZVPD" orbital_gap_ev=10.314 lumo_energy_ev=-7.601 total_charge=+2 spin_multiplicity=1 e_homo_ev=-17.92 relative_energy_ev=2.898 total_energy_ev=-8810.6785
C -1.3281 -1.4713 -0.6789 -0.205
C -0.3129 -0.9690 0.3512 -0.516
C 0.6839 -0.0070 -0.2599 -0.005
N 2.4371 2.1009 -0.6819 -0.873
C 1.6485 2.3573 0.4304 0.399
N 0.8007 1.5093 0.8930 -0.537
N -2.5674 -2.0015 0.0651 -0.676
H -1.7278 -0.7190 -1.3510 0.247
H -0.8843 -2.3389 -1.1588 0.252
H -0.8569 -0.3528 1.0684 0.259
H 0.3013 -1.7589 0.7783 0.269
H 0.4200 0.6348 -1.0918 0.248
H 1.7363 -0.0942 -0.0624 0.243
H 2.6340 2.8777 -1.2936 0.437
H 3.2455 1.5677 -0.3771 0.426
H 1.9091 3.2607 0.9887 0.222
H 0.5441 1.8705 1.8144 0.441
H -2.4015 -2.6807 0.8108 0.457
H -3.0860 -2.5142 -0.6555 0.460
H -3.1955 -1.2715 0.4106 0.453


20
Properties=species:S:1:pos:R:3:nbo_charge:R:1 method="wB97M-V/def2-TZVPD" orbital_gap_ev=11.797 lumo_energy_ev=-7.240 total_charge=+2 spin_multiplicity=1 e_homo_ev=-19.04 relative_energy_ev=0.732 total_energy_ev=-8812.8453
N -0.7969 -0.1825 2.3552 -0.717
C -0.0253 0.8417 2.0900 0.411
N 0.1009 1.3140 0.8522 -0.519
C -0.8462 1.0263 -0.1995 -0.262
C -0.6263 -0.2509 -1.0718 -0.432
C 0.8860 -0.5297 -1.2201 -0.218
N 1.1214 -1.6694 -2.2323 -0.677
H -0.7966 -0.6033 3.2839 0.453
H -1.1170 -0.8986 1.7212 0.429
H 0.6945 1.2473 2.7923 0.259
H 0.7413 2.0953 0.8433 0.449
H -0.9171 1.8535 -0.9073 0.265
H -1.8502 0.9322 0.2220 0.249
H -1.1570 -1.0784 -0.6011 0.219
H -0.9924 -0.1318 -2.0916 0.247
H 1.3648 -0.8308 -0.2933 0.232
H 1.3415 0.3449 -1.6829 0.240
H 1.8261 -1.4806 -2.9509 0.466
H 1.3381 -2.5565 -1.7721 0.457
H 0.2125 -1.7678 -2.7020 0.447


21
Properties=species:S:1:pos:R:3:nbo_charge:R:1 method="wB97M-V/def2-TZVPD" orbital_gap_ev=9.265 lumo_energy_ev=0.932 smiles=C[C@@](N)(CO)C(N)N total_charge=0 spin_multiplicity=1 e_homo_ev=-8.33 relative_energy_ev=2.149 total_energy_ev=-10875.5287
C -0.3235 -1.4001 1.2756 -0.639
C 0.2146 -0.1428 0.5819 0.091
N 0.0934 1.0040 1.5069 -0.866
C 1.6282 -0.3358 0.1023 -0.076
O 1.7327 -1.3170 -0.9137 -0.735
C -0.7790 0.1658 -0.8197 0.121
N -0.1212 0.7095 -1.9528 -0.902
N -1.7687 1.1204 -0.4611 -0.898
H 0.2206 -1.6107 2.2040 0.207
H -0.2158 -2.2774 0.6301 0.221
H -1.3874 -1.3036 1.5220 0.210
H -0.8367 0.9924 1.9289 0.373
H 0.7689 0.9271 2.2655 0.361
H 2.0961 0.6013 -0.2149 0.179
H 2.4297 -0.7104 0.9427 0.161
H 1.8098 -0.7721 -1.7338 0.486
H -1.2113 -0.8092 -1.0501 0.189
H 0.2039 1.6558 -1.7833 0.375
H -0.5842 0.4235 -2.8106 0.384
H -1.3354 2.0112 -0.2298 0.379
H -2.6347 1.0682 -0.9903 0.378